(1)
A molecular structure, C28H26CaF5N5OS, computed with ωB97M-V/def2-TZVPD.

```
! RIJCOSX wB97M-V def2-TZVPD def2/J DEFGRID3
* xyz 0 1
Ca 0.030 -0.562 0.143
C -3.255 -0.659 0.142
N -2.214 -0.229 -0.795
C -2.118 -1.167 -1.931
C -2.356 1.123 -1.315
C -3.608 1.626 -1.621
C -3.759 2.836 -2.283
C -2.612 3.496 -2.697
C -1.354 3.011 -2.381
C -1.171 1.847 -1.610
N 0.031 1.302 -1.194
C 1.249 1.955 -1.262
C 1.466 3.346 -1.343
C 2.734 3.891 -1.452
C 3.858 3.082 -1.475
C 3.685 1.717 -1.304
C 2.424 1.164 -1.149
N 2.270 -0.257 -0.881
C 3.327 -0.842 -0.048
C 2.106 -1.038 -2.117
H -4.231 -0.786 -0.338
H -3.350 0.074 0.941
H -2.971 -1.623 0.571
H -3.049 -1.201 -2.506
H -1.896 -2.172 -1.569
H -1.322 -0.836 -2.600
H -4.490 1.053 -1.361
H -4.743 3.224 -2.504
H -2.689 4.407 -3.279
H -0.496 3.538 -2.769
H 0.625 4.020 -1.279
H 2.837 4.967 -1.518
H 4.849 3.500 -1.590
H 4.556 1.075 -1.260
H 4.282 -0.931 -0.577
H 3.019 -1.841 0.261
H 3.478 -0.226 0.838
H 3.006 -1.006 -2.741
H 1.277 -0.628 -2.696
H 1.897 -2.079 -1.867
F -0.512 -6.449 -3.738
C -0.370 -5.707 -2.639
C -1.474 -5.324 -1.903
F -2.692 -5.706 -2.295
C -1.315 -4.549 -0.769
F -2.431 -4.220 -0.103
C -0.074 -4.097 -0.322
S 0.129 -3.133 1.136
C 1.014 -4.528 -1.082
F 2.262 -4.187 -0.722
C 0.884 -5.307 -2.218
F 1.965 -5.677 -2.911
N 0.877 2.845 6.753
C -0.042 1.879 6.483
O -0.800 1.430 7.315
C -0.066 1.368 5.063
C 0.345 2.123 3.974
C 0.263 1.563 2.712
N -0.185 0.323 2.501
C -0.586 -0.401 3.552
C -0.552 0.088 4.844
H 0.975 3.120 7.716
H 1.652 3.010 6.136
H 0.694 3.140 4.087
H 0.557 2.130 1.834
H -0.938 -1.403 3.335
H -0.898 -0.502 5.681
*
```

Values from the calculation:
Energy relative to the best compared isomer or geometry (same formula, charge and spin) = 0.0 kJ/mol
Energy = -81820.080 eV


(2)
2 unconnected molecules or ions with the total composition C4H8O2, computed with ωB97M-V/def2-TZVPD.

```
! RIJCOSX wB97M-V def2-TZVPD def2/J DEFGRID3
* xyz 0 1
C -0.784 -0.466 -0.164
C -0.235 0.851 -0.564
O -0.125 1.790 0.191
C 0.590 -1.077 0.322
C 1.904 -0.259 0.444
O 2.964 -0.761 0.156
H -2.718 1.323 -0.378
H -1.228 -1.033 -0.997
H -1.523 -0.405 0.642
H 0.251 0.837 -1.560
H -2.242 1.765 -0.020
H 0.863 -1.926 -0.300
H 0.416 -1.398 1.352
H 1.867 0.760 0.877
*
```

Values from the calculation:
SMILES = O=CCCC=O.[H][H]
Energy relative to the best compared isomer or geometry (same formula, charge and spin) = 296.7 kJ/mol
Energy = -8370.207 eV


(3)
2 unconnected molecules or ions with the total composition C3H10N2S at a distorted geometry, computed with ωB97M-V/def2-TZVPD.

```
! RIJCOSX wB97M-V def2-TZVPD def2/J DEFGRID3
* xyz 1 2
C 1.926 -1.828 -1.352
N 1.965 0.774 -0.085
C 0.856 0.200 -0.767
N 0.755 -0.996 -1.153
H 2.098 -1.960 -2.423
H 1.766 -2.806 -0.905
H 2.802 -1.346 -0.909
H 2.063 1.743 -0.402
H 1.693 0.849 0.899
H -0.007 0.871 -0.886
C -2.524 0.450 0.105
S -1.312 0.677 1.454
H -3.447 0.012 0.473
H -2.705 1.420 -0.348
H -2.094 -0.228 -0.632
H -0.976 -0.623 1.663
*
```

Values from the calculation:
Energy relative to the best compared isomer or geometry (same formula, charge and spin) = 234.0 kJ/mol
Energy = -17078.733 eV


(4)
A gas-phase ion, C4H7N2 (charge +1) at a distorted geometry, computed with ωB97M-V/def2-TZVPD.

```
! RIJCOSX wB97M-V def2-TZVPD def2/J DEFGRID3
* xyz 1 1
C -1.935 0.421 0.611
C -0.497 0.249 -1.103
C 0.146 -0.501 0.021
C 1.586 -0.182 0.401
N -1.592 0.819 -0.654
N -0.891 -0.291 1.011
H -0.117 0.430 -2.133
H 0.123 -1.614 -0.383
H 1.829 -0.301 1.476
H 1.792 0.834 0.170
H 2.317 -0.736 -0.179
H -2.017 1.627 -1.205
H -0.744 -0.758 1.967
*
```

Values from the calculation:
Energy relative to the best compared isomer or geometry (same formula, charge and spin) = 335.2 kJ/mol
Energy = -7232.264 eV


(5)
A molecular structure, C3H4N2O2 at a distorted geometry, computed with ωB97M-V/def2-TZVPD.

```
! RIJCOSX wB97M-V def2-TZVPD def2/J DEFGRID3
* xyz 0 1
C -1.088 -0.199 -0.060
C 0.125 -0.946 -0.169
C 1.125 -0.022 -0.015
H -2.895 0.376 0.782
H 0.270 -2.040 -0.166
H 2.283 -1.344 0.412
H 0.957 2.053 0.303
N 0.622 1.127 0.080
N -0.787 1.144 -0.222
O -2.428 -0.587 0.087
O 2.374 -0.405 0.055
*
```

Values from the calculation:
Energy relative to the best compared isomer or geometry (same formula, charge and spin) = 438.4 kJ/mol
Energy = -10247.721 eV


(6)
A single C5H9NO molecule, computed with ωB97M-V/def2-TZVPD.

```
! RIJCOSX wB97M-V def2-TZVPD def2/J DEFGRID3
* xyz 0 1
C 0.364 -1.519 -0.289
C -0.122 -0.131 0.129
C -1.128 -0.264 1.268
C 1.129 0.834 0.018
N 0.573 1.277 -1.262
C -0.670 0.762 -0.994
O -1.778 1.045 -1.378
H -0.468 -2.193 -0.516
H 0.951 -1.936 0.544
H 1.011 -1.456 -1.170
H -0.721 -0.810 2.124
H -1.985 -0.833 0.877
H -1.537 0.693 1.594
H 1.187 1.652 0.746
H 2.096 0.326 -0.096
H 0.838 2.068 -1.834
*
```

Values from the calculation:
SMILES = CC1(C)CNC1=O
Energy relative to the best compared isomer or geometry (same formula, charge and spin) = 96.3 kJ/mol
Energy = -8868.214 eV